(1)
Formula: C56H126N14
Source: the OMol25 dataset
Level of theory: ωB97M-V with the def2-TZVPD basis set

```
196
Properties=species:S:1:pos:R:3:forces:R:3:mulliken_charge:R:1
C 2.35035 3.74658 0.23966 -1.2 1.4 -0.4 -0.297
C 3.00589 2.54164 0.52865 0.5 -1.8 0.2 0.321
N 3.45931 1.50201 0.70579 0.2 -0.1 0.1 -0.391
H 3.06737 4.52107 0.01802 0.1 0.4 -0.1 0.508
H 1.70681 4.04130 1.06266 0.1 0.1 0.4 -0.018
H 1.65753 3.59684 -0.59793 0.2 -0.1 -0.2 -0.334
C 4.35716 -3.21771 -4.09411 0.5 -0.8 1.3 -1.135
C 3.38173 -2.26030 -4.50550 0.6 0.2 -0.3 0.502
N 2.59974 -1.49024 -4.81509 -0.7 0.7 -0.3 -0.285
H 3.82512 -3.86983 -3.37831 0.4 0.0 -0.3 0.276
H 5.20039 -2.77632 -3.53578 -0.4 0.0 -0.4 0.108
H 4.76618 -3.79685 -4.91154 -0.1 -0.1 -0.2 0.409
C 4.24617 -1.42426 -1.07541 -1.5 0.6 0.4 2.849
C 5.58834 -1.76819 -1.37967 -1.0 0.6 0.4 -0.170
N 6.62804 -2.11210 -1.65556 2.5 -0.7 -0.6 -0.678
H 3.65255 -1.43048 -2.02259 0.2 -0.2 0.9 -0.671
H 4.15120 -0.42995 -0.59463 0.2 -0.4 -0.3 -0.085
H 3.89540 -2.16334 -0.33207 -0.3 0.3 -0.6 -1.119
C 0.12079 0.07251 -6.52924 -0.5 -0.2 -0.4 0.392
C -0.65232 -1.13216 -6.83692 -0.3 -1.1 0.4 0.293
N -1.21693 -2.13795 -6.92535 0.4 1.0 -0.2 -0.527
H -0.40759 0.59708 -5.72691 0.3 0.1 -0.2 -0.490
H 0.16984 0.67633 -7.43444 0.1 0.2 0.2 0.417
H 1.11592 -0.23482 -6.21859 0.0 0.1 0.1 0.098
C 1.03436 -0.80169 -0.50479 0.9 1.1 -0.5 1.567
C -0.38801 -0.97602 -0.41249 0.5 0.1 0.1 -0.285
N -1.51985 -1.09175 -0.34634 -1.2 -0.1 0.0 -0.078
H 1.31898 -0.92963 -1.55407 0.1 -0.2 0.2 -0.546
H 1.55361 -1.52266 0.11894 0.1 0.0 -0.1 -0.467
H 1.33829 0.24679 -0.24726 -0.4 -0.9 0.1 -0.197
C 5.48703 -1.26620 2.27623 -0.6 -1.4 -1.2 -0.211
C 6.17451 -1.79315 3.41119 0.5 0.6 0.4 0.040
N 6.67755 -2.12022 4.38398 0.3 -0.4 0.4 -0.466
H 4.57367 -0.84453 2.57124 -1.4 0.7 0.7 0.299
H 5.18441 -2.10486 1.63436 0.3 0.2 0.0 0.013
H 5.96938 -0.51886 1.69112 0.9 0.4 -0.2 0.370
C -0.20692 -3.18530 -3.98905 -1.6 -0.5 -0.8 -0.717
C 0.88711 -3.27515 -3.08872 0.8 -0.1 0.8 0.621
N 1.74102 -3.40579 -2.33121 -0.1 0.0 0.1 -0.391
H 0.05145 -3.46682 -5.00813 0.3 0.4 0.0 0.478
H -0.71466 -2.20740 -3.98437 0.3 -0.4 0.1 0.128
H -0.92487 -3.97337 -3.70587 0.0 0.5 0.1 -0.132
C -4.00785 -0.23639 2.72718 0.1 -1.3 0.2 -0.799
C -3.19148 -0.79817 3.90429 0.5 0.1 -0.8 -0.319
N -4.00139 -1.21605 5.03076 -0.3 -0.1 -0.4 0.245
C -4.55226 -2.52128 4.73609 -0.3 -0.4 0.1 0.068
C -5.50910 -3.05935 5.78465 -0.4 0.2 0.1 -1.524
C -3.36384 -1.09353 6.30510 1.9 -0.3 0.4 -0.794
C -2.11780 -2.01168 6.55093 -1.1 -0.1 0.9 -0.709
H -4.35965 0.75964 2.94069 -0.5 0.2 0.2 0.379
H -4.80606 -0.94143 2.46669 -0.2 0.5 0.1 0.440
H -3.42571 -0.18291 1.82162 0.6 0.0 -0.2 -0.529
H -2.52105 -1.63068 3.58677 -0.4 0.3 -0.2 0.217
H -2.52018 0.01023 4.15417 0.3 0.2 0.7 0.052
H -5.03573 -2.41606 3.77155 -0.5 -0.1 -0.1 0.300
H -3.81598 -3.31672 4.54210 0.6 0.2 0.2 0.204
H -5.94192 -3.99688 5.40415 0.1 0.2 0.3 0.449
H -5.01074 -3.23245 6.74999 -0.1 -0.2 -0.4 0.292
H -6.32755 -2.35210 5.99541 0.2 -0.2 -0.2 0.326
H -4.05277 -1.21525 7.11660 -0.6 -0.2 0.3 0.481
H -2.97890 -0.09171 6.39132 -0.1 0.7 -0.1 0.416
H -1.48292 -1.97758 5.69756 0.5 -0.4 -0.9 0.017
H -2.43055 -3.03916 6.81999 0.3 0.4 -0.5 0.234
H -1.48277 -1.66210 7.37166 -0.4 0.2 0.1 0.421
C 6.96081 1.91255 -1.37837 0.6 0.1 0.2 -1.021
C 7.21601 1.26347 -2.74234 -0.6 0.3 0.3 -0.364
N 7.64399 2.22725 -3.73438 -0.5 1.1 -0.4 0.048
C 6.55263 3.17132 -4.07024 0.7 -0.4 -0.3 -0.929
C 5.32592 2.40405 -4.58467 0.2 1.3 -0.8 -0.525
C 8.24999 1.62677 -4.92554 -0.4 0.0 -0.3 -0.371
C 8.88684 2.62495 -5.92147 -0.3 0.5 1.1 -1.331
H 6.09583 2.58347 -1.38083 0.0 -0.2 0.0 0.120
H 7.82695 2.49838 -1.07232 0.1 0.2 -0.1 0.361
H 6.83867 1.18142 -0.57733 -0.3 -0.2 -0.2 0.205
H 7.98682 0.52045 -2.70998 0.4 -0.6 0.4 0.610
H 6.26887 0.75913 -2.99510 0.3 -0.2 -0.3 0.020
H 6.29846 3.76718 -3.19109 0.0 -0.1 0.0 0.389
H 6.97663 3.88699 -4.78725 -0.4 -0.2 0.0 0.366
H 4.76428 2.07615 -3.71613 -0.2 -0.7 -0.3 -0.082
H 4.68286 3.07236 -5.15826 -0.2 0.2 0.2 0.552
H 5.63126 1.66820 -5.34696 -0.3 -0.3 0.8 0.258
H 7.54896 0.93635 -5.48729 0.6 0.5 0.5 0.249
H 9.06338 1.03970 -4.52453 0.2 -0.5 -0.1 0.407
H 9.45510 2.05518 -6.63870 0.2 -0.1 -0.3 0.439
H 9.58566 3.28310 -5.35515 -0.5 -0.3 -0.5 0.302
H 8.16116 3.25474 -6.46791 0.3 -0.3 0.3 0.306
C -5.56721 -3.08387 -1.78613 -0.3 1.0 1.5 -1.525
C -4.07801 -3.02483 -1.51260 -0.2 -1.4 0.2 0.181
N -3.62982 -4.34672 -1.10494 0.1 -0.3 -0.3 0.499
C -3.49776 -5.23672 -2.27351 0.5 -0.3 0.7 -0.489
C -4.06796 -6.60605 -1.96103 -1.6 -0.1 -1.3 -1.481
C -2.49099 -4.38666 -0.19006 0.1 0.3 -0.3 -0.491
C -2.86645 -3.87393 1.22790 -0.7 0.1 -1.2 -0.492
H -5.91664 -3.83132 -2.47565 0.1 -0.2 -0.5 0.374
H -5.86162 -2.07916 -2.05521 -0.5 0.2 -0.6 0.474
H -6.09673 -3.25883 -0.82087 0.4 -0.1 -0.6 0.330
H -3.48286 -2.71723 -2.36068 0.1 0.5 -0.6 0.135
H -3.88974 -2.33775 -0.71498 0.1 0.5 0.4 -0.090
H -3.97401 -4.82908 -3.17015 -0.3 0.1 0.4 0.636
H -2.44788 -5.33251 -2.57092 0.3 0.0 0.1 0.115
H -3.62271 -7.16417 -1.17799 0.7 -0.1 1.0 0.290
H -5.13519 -6.48131 -1.71856 0.3 0.0 0.1 0.335
H -4.06701 -7.28571 -2.82205 0.2 0.2 -0.1 0.451
H -1.57792 -3.86858 -0.62016 -0.8 0.0 0.5 -0.174
H -2.17274 -5.41714 -0.16111 0.0 -0.6 0.3 0.662
H -3.02157 -2.78540 1.14558 0.2 -0.3 0.4 -0.428
H -2.06707 -4.09993 1.92262 0.0 0.1 0.2 0.300
H -3.84059 -4.30731 1.57091 0.9 0.1 -0.3 0.328
C 3.77055 -4.44506 3.83827 -0.8 0.4 0.5 -1.419
C 2.31756 -4.40812 3.40818 -0.5 0.0 -0.6 -0.382
N 2.10505 -3.83020 2.07445 1.6 -0.2 -0.6 1.009
C 0.75292 -3.45202 1.82529 -0.4 -0.5 0.7 -0.728
C 0.38107 -2.13573 2.46089 1.3 0.1 0.5 -0.050
C 2.72123 -4.57846 0.94865 0.2 0.0 1.4 0.411
C 2.17325 -5.98809 0.72190 0.2 -0.8 -0.3 -1.624
H 3.87202 -4.73575 4.87926 -0.2 0.0 0.2 0.451
H 4.18706 -3.45258 3.72791 0.2 0.2 0.0 0.118
H 4.35040 -5.13452 3.29685 0.8 -0.9 -0.9 0.407
H 1.78090 -5.38398 3.47994 0.5 0.3 0.1 0.342
H 1.82517 -3.72744 4.08799 -0.3 0.1 0.3 0.255
H 0.59784 -3.44229 0.75774 -0.2 0.2 -0.5 -0.246
H 0.06820 -4.22185 2.20923 -0.2 -0.1 0.0 0.588
H -0.63355 -1.95477 2.26058 -1.5 0.4 0.0 -0.207
H 0.56447 -2.13299 3.55261 -0.2 0.0 -0.5 0.622
H 0.95642 -1.30816 2.03470 0.0 -0.1 0.2 -0.402
H 3.79842 -4.59659 1.17584 -0.2 -0.3 -0.1 0.433
H 2.64189 -3.96606 0.05084 -0.3 -0.2 -0.1 -0.485
H 1.16012 -6.05755 0.37553 -1.0 0.6 0.3 0.224
H 2.28370 -6.77607 1.48432 0.1 0.8 0.4 0.333
H 2.62790 -6.46771 -0.11907 1.0 0.0 -0.8 0.518
C -0.67973 1.43600 2.17584 -0.9 -0.6 0.4 -0.691
C -1.35647 2.64492 2.89052 2.3 -0.1 -1.2 -0.006
N -0.36974 3.51504 3.65095 -0.7 -3.1 0.0 0.651
C 0.09794 2.79913 4.87164 0.4 0.4 -0.6 -0.266
C 1.34642 3.45028 5.45531 0.7 1.0 0.6 -1.276
C -0.95718 4.75850 3.98229 -0.4 1.0 0.7 -0.185
C -1.30549 5.56874 2.78341 0.4 1.5 -0.6 -0.873
H 0.24696 1.66459 1.68590 0.5 0.6 -0.4 0.573
H -1.39187 1.06263 1.41876 0.3 0.2 0.2 -0.354
H -0.42611 0.54368 2.76978 -0.3 0.4 0.3 0.107
H -1.69025 3.24726 2.04986 -0.2 0.2 0.1 -0.466
H -2.24759 2.26752 3.37936 -0.2 0.2 0.9 0.217
H -0.71846 2.63216 5.60458 0.3 0.5 -0.1 0.297
H 0.42004 1.81083 4.60502 -0.1 -0.6 -0.5 0.120
H 2.25943 3.43017 4.84774 -0.5 -0.7 -0.6 0.274
H 1.24478 4.55374 5.55259 -0.2 -0.7 0.7 0.310
H 1.67639 2.96576 6.39876 -0.6 0.5 -0.3 0.381
H -0.20575 5.33702 4.53548 -0.4 -0.1 0.2 0.291
H -1.88372 4.63752 4.58763 0.4 0.1 0.2 0.247
H -0.45130 5.74708 2.11976 -0.1 -0.5 -0.1 0.207
H -1.60881 6.57453 3.04339 0.0 0.4 0.6 0.539
H -2.15666 5.23025 2.24442 -0.5 -0.7 -0.7 -0.237
C -1.94955 1.84739 -3.00360 0.7 -0.4 0.3 -1.137
C -0.81624 1.99845 -1.96487 -0.7 1.5 -0.3 1.634
N 0.16908 3.04310 -2.27269 -1.4 0.2 0.3 1.009
C 0.93700 2.75436 -3.45573 1.5 0.9 0.9 -1.316
C 1.72877 1.46423 -3.27812 -1.1 0.4 -1.1 -0.273
C -0.43196 4.38519 -2.35549 0.3 -0.2 0.2 -0.778
C -1.13257 4.85576 -1.08469 1.8 0.9 0.1 -0.143
H -1.46867 1.67339 -3.98166 -0.5 -0.1 0.2 0.049
H -2.56605 2.73916 -3.09214 -0.1 0.0 0.1 0.261
H -2.56990 0.98678 -2.71597 0.1 0.3 -0.3 0.259
H -1.18876 2.23678 -0.97466 -0.4 -0.1 0.2 -0.202
H -0.28019 1.09684 -1.88250 0.4 -1.2 0.1 -1.545
H 0.36390 2.76419 -4.36393 -0.6 -0.2 -0.7 0.383
H 1.58498 3.64946 -3.53409 0.2 -0.6 -0.3 0.549
H 2.21145 1.41104 -2.33445 0.4 0.0 1.0 0.018
H 1.02211 0.64630 -3.38858 0.2 -0.4 0.1 -0.139
H 2.46371 1.34935 -4.04571 0.5 -0.1 -0.6 0.546
H -1.14236 4.52455 -3.19946 0.5 -0.2 0.0 0.399
H 0.45657 5.03259 -2.47786 -0.6 0.1 -0.3 0.411
H -0.42075 4.72561 -0.23799 -0.7 0.1 -0.3 -0.116
H -2.07646 4.42659 -0.84868 -0.7 -0.6 0.1 -0.335
H -1.27237 5.93906 -1.24068 -0.1 -0.3 0.4 0.516
C -5.18638 1.24102 -0.27288 -0.3 0.5 -1.4 -0.729
C -5.14630 2.74133 -0.74069 1.1 -1.1 0.3 -0.227
N -5.67396 3.63216 0.25012 -0.4 0.8 0.9 0.315
C -4.76402 3.78209 1.38078 -0.2 0.8 0.7 0.755
C -5.51888 4.01915 2.74076 0.5 0.0 -0.7 -1.446
C -6.07456 4.98753 -0.16768 -1.0 -0.4 -0.8 -0.223
C -7.19192 5.00602 -1.26835 0.6 0.9 0.3 -1.313
H -6.19292 1.01492 0.02914 -0.5 -0.1 0.2 0.442
H -4.52578 0.87213 0.48419 0.5 0.6 0.6 -0.301
H -4.95505 0.57668 -1.11377 -0.1 0.2 -0.2 0.407
H -4.09840 3.01030 -0.98576 0.0 0.0 -0.1 -0.078
H -5.69440 2.80675 -1.66967 -0.3 0.1 -0.1 0.429
H -4.13356 2.90372 1.52312 -0.2 -0.2 -0.2 -0.392
H -4.01631 4.60498 1.13152 -0.7 -0.5 0.5 -0.095
H -6.14030 3.13833 2.99768 0.4 0.5 -0.2 0.323
H -4.75992 4.19690 3.49719 0.1 -0.3 0.3 0.290
H -6.14381 4.92006 2.79944 0.0 -0.3 -0.5 0.407
H -5.19023 5.58785 -0.46856 -0.2 -0.2 -0.2 0.279
H -6.52250 5.50819 0.70186 0.4 -0.4 -0.3 0.187
H -6.97660 4.45336 -2.17554 0.3 -0.3 0.0 0.386
H -7.33129 6.04951 -1.61711 0.0 -0.4 0.3 0.386
H -8.14851 4.66386 -0.88086 0.0 -0.1 0.1 0.306
```
Positions in Å, forces in eV/Å.

Computed properties:
HOMO energy   -8.103 eV
LUMO level   0.35 eV
Energy   -80972.2917 eV



(2)
Formula: C7H10N2O2
Source: the OMol25 dataset
Level of theory: ωB97M-V with the def2-TZVPD basis set

```
21
Properties=species:S:1:pos:R:3:forces:R:3:nbo_charge:R:1
C -3.26283 -2.39926 1.09709 -0.9 -0.2 -0.2 0.085
C -2.72172 2.38624 -1.13208 -0.5 0.1 0.4 1.025
C 1.90503 1.19770 0.94912 -0.7 -1.5 -1.3 -0.431
C 0.73260 0.40712 1.63528 -1.2 2.2 -3.0 -0.533
C 1.86124 0.55425 -0.49325 0.1 0.1 1.4 -0.238
C 0.20325 -0.62864 0.68792 -0.2 -0.6 0.5 0.093
C 0.76273 -1.47359 -1.49961 0.9 -0.9 -0.2 -0.395
N -3.85516 -1.42065 1.14354 0.3 0.3 0.1 -0.312
N 0.84687 -0.50775 -0.43233 -0.3 0.1 1.1 -0.402
O -3.61624 2.51396 -0.41779 -0.5 0.1 0.4 -0.501
O -1.82705 2.27736 -1.84522 1.0 -0.2 -0.8 -0.524
H 1.64242 2.27009 0.83748 0.9 -0.6 0.6 0.222
H 2.90678 0.89246 1.31116 -0.6 1.0 0.4 0.216
H 0.84846 0.04421 2.57299 1.0 -1.4 2.8 0.229
H -0.13521 1.07469 1.81024 0.2 0.0 -0.3 0.231
H 1.54589 1.28127 -1.19099 -0.1 0.7 -1.2 0.197
H 2.83013 0.14045 -0.72067 0.3 -0.1 -0.5 0.191
H 1.80049 -1.91258 -1.53319 -1.1 0.0 -0.4 0.192
H -0.00451 -2.27157 -1.32706 0.8 1.0 0.2 0.234
H 0.56691 -0.99356 -2.45259 0.0 0.1 -0.2 0.199
H -3.03011 -3.43221 0.99997 0.6 0.0 0.1 0.224
```
Positions in Å, forces in eV/Å.

Computed properties:
HOMO energy   -7.889 eV
Relative energy (zero: lowest compared OMol25 entry of this formula, charge and spin)   76.1 kcal per mole
LUMO level   0.61 eV
Energy   -14493.7569 eV



(3)
Formula: C4H9N3O
Source: the OMol25 dataset
Level of theory: ωB97M-V with the def2-TZVPD basis set

```
17
Properties=species:S:1:pos:R:3:forces:R:3:nbo_charge:R:1
C -1.15923 -0.30486 0.09099 -0.9 -0.2 0.3 0.057
C -2.50548 -0.75150 -0.37812 -0.2 0.1 -0.1 -0.654
C 1.66723 -1.23094 0.30916 -0.3 0.0 0.4 -0.715
C 1.52171 0.23770 0.65566 0.8 0.6 -0.4 0.664
N 1.02982 2.31148 -0.44995 -0.2 0.9 0.5 -0.628
N -0.58298 0.64203 -0.52226 -0.2 -0.4 -0.6 -0.252
N 0.68889 0.98235 -0.20769 0.4 0.3 0.3 -0.179
O 2.23190 0.79270 1.46163 -0.3 -0.3 -0.2 -0.543
H -0.81792 -0.78581 1.01549 0.4 0.1 -0.3 0.164
H 0.79338 2.56241 -1.41497 0.0 -0.4 0.5 0.365
H 0.51280 2.94141 0.18814 0.3 -0.5 -0.5 0.347
H -2.48546 -1.80445 -0.67118 0.0 0.0 0.1 0.221
H -3.24600 -0.64146 0.41661 0.0 -0.1 0.0 0.219
H -2.82623 -0.16564 -1.24021 0.1 0.0 0.1 0.230
H 2.73070 -1.45151 0.25769 0.1 0.1 0.0 0.249
H 1.18219 -1.49530 -0.62520 -0.1 0.0 0.0 0.225
H 1.26468 -1.83860 1.11422 0.0 -0.2 0.1 0.229
```
Positions in Å, forces in eV/Å.

Computed properties:
HOMO energy   -8.809 eV
Relative energy (zero: lowest compared OMol25 entry of this formula, charge and spin)   63.4 kcal per mole
LUMO level   0.94 eV
Structure (SMILES)   C/C=N/N(N)C(C)=O
Energy   -10809.7145 eV